1.
{
  "formula": "C5H15NO",
  "method": "ωB97M-V/def2-TZVPD",
  "elements": ["C", "C", "N", "C", "C", "C", "H", "H", "H", "H", "H", "H", "H", "H", "H", "H", "H", "H", "H", "H", "H", "O"],
  "coordinates": [[0.15634, -1.27348, -1.61955], [0.45205, -1.70016, -0.13477], [-0.44542, -1.38362, 0.96368], [-1.20089, -0.12957, 0.70897], [-2.23799, 0.37436, 1.71708], [0.28220, -1.21110, 2.18425], [1.01904, -1.53675, -2.23230], [-0.80820, -1.63715, -2.00518], [0.09304, -0.18737, -1.71081], [1.39773, -1.17668, 0.04374], [0.62435, -2.77419, -0.22629], [-1.66415, -0.21928, -0.25413], [-0.41558, 0.65517, 0.67566], [-1.98662, 1.35487, 2.14127], [-2.47061, -0.16281, 2.64617], [-3.12931, 0.48122, 1.09252], [-0.36887, -0.81636, 2.96969], [1.14728, -0.53536, 2.12543], [0.78669, -2.11304, 2.54551], [3.10691, 4.05030, -3.42754], [2.64483, 5.38880, -3.94525], [3.01717, 4.55223, -4.25816]],
  "atomic_forces_ev_per_a": [[-0.87, 0.69, 1.08], [0.64, 0.35, -1.65], [-1.50, 0.42, -0.12], [1.86, 0.22, 0.69], [-0.50, 0.17, 0.19], [0.75, -0.23, 0.87], [-0.21, -0.40, -0.01], [0.47, -0.32, -0.03], [0.06, 0.10, 0.12], [0.36, -0.29, 0.18], [0.15, -0.09, 0.65], [-0.10, 0.02, -0.39], [-0.39, 0.04, -0.54], [0.15, 0.03, -0.56], [0.09, -0.70, -0.64], [-0.33, 0.15, 0.70], [0.07, -0.27, -0.07], [-0.11, 0.58, -0.43], [-0.53, -0.40, -0.08], [-0.08, -0.19, -0.09], [-0.08, 0.01, -0.04], [0.10, 0.10, 0.16]],
  "mulliken_spin": [0.6155, 0.3122, -0.3667, 0.4243, -0.2366, 0.2259, -0.4944, -0.0474, 0.0259, -0.0774, -0.0532, 0.5058, -0.1746, 0.0336, -0.0073, -0.1560, 0.0659, -0.1136, -0.0157, -0.4485, -0.3301, 1.3124],
  "gap_ha": [0.08029, 0.33452],
  "homo_energy_ev": [1.24, -5.74],
  "total_charge": -1,
  "relative_energy_kcal_mol": 32.65,
  "multiplicity": 2,
  "e_lumo_ha": [0.1259, 0.1237]
}

---

2.
{
  "formula": "C3H9N3O",
  "method": "ωB97M-V/def2-TZVPD",
  "elements": ["H", "N", "C", "N", "H", "H", "H", "C", "N", "C", "O", "H", "H", "H", "H", "H"],
  "coordinates": [[-3.58013, 1.07447, 0.86058], [-3.24763, 0.28645, 0.32338], [-2.25550, 0.62507, -0.39499], [-1.57527, -0.29115, -1.16353], [-1.85006, 1.63702, -0.43276], [-2.03277, -1.18409, -1.24770], [-1.23619, 0.07919, -2.04209], [1.76602, 0.38232, 1.72571], [1.56066, -0.76714, 0.87032], [1.66172, -0.65640, -0.46718], [2.05603, 0.32707, -1.05401], [2.78648, 0.74625, 1.66299], [1.50785, 0.10158, 2.74487], [1.11799, 1.22843, 1.47989], [0.91506, -1.47235, 1.18587], [1.36952, -1.58426, -0.98372]],
  "atomic_forces_ev_per_a": [[-0.07, 0.15, 0.13], [0.26, -0.11, -0.09], [-0.41, -0.19, 0.22], [0.18, 0.36, -0.30], [0.09, 0.01, -0.11], [-0.17, -0.07, 0.00], [0.18, -0.16, 0.18], [-0.40, 0.31, 0.26], [-0.28, 0.05, 0.31], [0.02, 0.00, -0.42], [0.11, 0.06, -0.03], [0.13, -0.15, 0.06], [0.30, -0.07, 0.04], [-0.04, -0.10, -0.28], [0.15, -0.08, 0.10], [-0.05, 0.01, -0.08]],
  "mulliken_charge": [0.2469, -0.6944, 0.0959, -0.4758, 0.3443, 0.2453, 0.2449, -0.7434, -0.1726, 0.0047, -0.5769, 0.2530, 0.3274, 0.2498, 0.2642, 0.3867],
  "gap_ha": 0.38475,
  "homo_energy_ev": -9.64,
  "total_charge": 0,
  "relative_energy_kcal_mol": 18.40,
  "smiles": "[H]/N=C/N.CNC=O",
  "e_lumo_ha": 0.0305
}